No. 1
Here is a single C5H5NS molecule at a distorted geometry from OMol25. Energies are from ωB97M-V with the def2-TZVPD basis set.

```
12
Properties=species:S:1:pos:R:3:mulliken_charge:R:1
C 1.382 0.107 -0.007 -0.0158
C 0.305 -1.017 0.356 0.1272
C 0.196 1.104 0.465 -0.2287
C -0.856 0.695 -0.707 -0.4131
C -0.747 -0.683 -0.709 -0.4385
H 0.575 -2.094 0.255 0.3816
H -1.071 -0.089 1.358 0.3265
H 0.215 2.062 0.706 0.5982
H -1.332 1.362 -1.531 0.2849
H -1.453 -1.332 -1.298 0.3214
N -0.129 -0.136 1.284 -0.5912
S 2.916 0.022 -0.170 -0.3525
```

## Properties
HOMO energy: -8.719 eV
Net charge: 0
SMILES string: S=C1[C@@H]2C=C[C@H]1N2
Frontier orbital gap: 9.04 eV
2S+1: 1
Energy above the lowest of the compared OMol25 structures with the same formula, charge and spin: 463.5 kJ/mol



No. 2
Here is 10 unconnected molecules or ions with the total composition C28H48N10O6P2 at a distorted geometry from OMol25. Energies are from ωB97M-V with the def2-TZVPD basis set.

```
94
Properties=species:S:1:pos:R:3:mulliken_charge:R:1
C 0.703 -1.298 0.141 -1.7966
C 0.196 0.122 -0.136 -1.1506
C -0.480 0.753 1.107 0.4464
C 0.335 1.967 1.558 -2.1947
C -2.016 0.929 1.033 1.3346
P -2.572 2.153 2.333 0.4076
N -2.201 3.644 1.957 -0.8136
O -2.494 -0.432 1.224 -0.2742
C -2.694 -0.996 0.013 0.2590
O -2.886 -2.178 -0.199 -0.6508
O -2.656 -0.030 -0.945 -0.4154
C -2.769 1.231 -0.293 2.5384
C -4.245 1.656 -0.284 -2.4829
C -5.363 0.643 -0.012 -0.2686
C -5.495 0.052 1.391 -0.9620
O -5.444 -0.372 -1.019 -0.4195
P -2.063 2.452 -1.612 -0.5974
O -2.833 3.867 -1.288 -0.4769
O -0.509 2.795 -1.188 -0.4112
H -0.104 -1.946 0.471 0.3366
H 1.183 -1.650 -0.764 0.4407
H 1.452 -1.211 0.923 0.3642
H -0.385 0.173 -1.048 0.2789
H 1.090 0.704 -0.331 0.7180
H -0.343 0.030 1.907 0.6989
H 0.160 2.258 2.589 0.4077
H 1.381 1.669 1.522 0.6400
H 0.216 2.820 0.915 0.3339
H -2.014 1.729 3.553 0.1635
H -3.970 2.104 2.455 0.1316
H -1.679 3.670 1.094 0.0369
H -4.417 2.531 0.335 0.4316
H -4.452 2.005 -1.298 0.7908
H -6.274 1.212 -0.164 0.2044
H -6.310 0.545 1.915 0.4424
H -4.622 0.126 2.020 -0.1269
H -5.773 -0.998 1.352 0.2828
H -5.231 -1.221 -0.626 0.4040
H -2.459 4.339 -0.530 0.3583
H -0.349 3.721 -0.959 0.3489
C 1.402 -0.292 -4.353 -0.9324
C 2.127 -0.651 -3.141 0.5772
N 2.676 -0.933 -2.172 -0.4935
H 1.423 0.787 -4.486 0.2687
H 1.866 -0.770 -5.214 0.3674
H 0.368 -0.622 -4.273 0.2454
C 6.126 -1.291 -2.517 0.0709
C 7.096 -0.230 -2.268 0.2723
N 7.866 0.600 -2.072 -0.4639
H 5.123 -0.873 -2.565 -0.0207
H 6.352 -1.786 -3.458 0.2329
H 6.167 -2.023 -1.716 -0.0997
C 8.852 -2.899 0.159 -0.8410
C 7.437 -3.241 0.219 0.4415
N 6.322 -3.514 0.272 -0.4838
H 9.159 -2.458 1.099 0.2772
H 9.440 -3.792 -0.021 0.3063
H 9.024 -2.181 -0.643 0.3064
C -7.966 3.950 -1.432 -0.8487
C -7.543 3.640 -0.074 0.5246
N -7.158 3.398 0.980 -0.4644
H -7.997 5.027 -1.585 0.3360
H -7.263 3.504 -2.132 0.2403
H -8.953 3.532 -1.615 0.2935
C 5.353 -6.026 -2.755 -0.7988
C 5.887 -4.949 -3.580 0.4154
N 6.310 -4.088 -4.211 -0.4613
H 4.377 -5.740 -2.369 0.2560
H 5.254 -6.931 -3.350 0.3273
H 6.023 -6.213 -1.919 0.2535
C 8.361 -4.108 4.576 -0.8225
C 9.185 -4.303 3.389 0.3898
N 9.820 -4.456 2.446 -0.3970
H 8.649 -3.185 5.076 0.2722
H 7.314 -4.048 4.288 0.2734
H 8.499 -4.942 5.260 0.2968
C -6.253 -0.951 -3.724 -0.6049
C -6.902 0.353 -3.730 0.4315
N -7.399 1.388 -3.732 -0.4697
H -6.626 -1.551 -4.552 0.3837
H -5.178 -0.823 -3.823 0.1707
H -6.463 -1.455 -2.784 0.1250
C 3.583 4.302 0.946 -0.8413
C 2.309 4.835 0.480 0.4849
N 1.293 5.227 0.113 -0.4587
H 3.633 3.237 0.731 0.2358
H 4.402 4.808 0.439 0.3433
H 3.675 4.456 2.019 0.2756
C -5.081 -0.119 6.154 -0.9259
C -4.182 -0.402 5.041 0.5260
N -3.482 -0.626 4.159 -0.4201
H -4.831 0.846 6.591 0.2786
H -6.109 -0.095 5.800 0.2820
H -4.981 -0.892 6.913 0.3074
```

## Properties
HOMO energy: -8.667 eV
Net charge: 0
SMILES string: CC[C@@H](C)[C@]1([PH2]=N)OC(=O)O[C@]1(C[C@H](C)O)P(O)O.CC#N.CC#N.CC#N.CC#N.CC#N.CC#N.CC#N.CC#N.CC#N
Frontier orbital gap: 9.19 eV
2S+1: 1



No. 3
Here is a molecular structure, C6H24KN12O6 at a distorted geometry from OMol25. Energies are from ωB97M-V with the def2-TZVPD basis set.

```
49
Properties=species:S:1:pos:R:3:mulliken_charge:R:1
K -0.358 -0.023 1.228 1.0529
C 1.356 -2.541 -1.088 0.4143
O 0.551 -2.191 -0.238 -0.4622
N 1.795 -1.695 -1.977 -0.3457
N 1.866 -3.722 -1.150 -0.3555
H 1.328 -0.803 -2.066 0.1033
H 2.763 -1.744 -2.260 0.2490
H 2.636 -3.809 -1.798 0.1281
H 1.553 -4.528 -0.629 0.2615
C -2.452 4.174 1.873 0.6091
O -1.682 5.041 1.439 -0.7011
N -1.980 3.020 2.176 -0.3232
N -3.645 4.400 2.212 -0.3629
H -2.593 2.345 2.611 0.1766
H -1.191 2.751 1.606 0.3172
H -4.217 5.216 2.050 0.2486
H -4.125 3.523 2.360 0.1266
C -1.264 0.169 -2.747 0.4915
O -1.114 0.383 -1.547 -0.4777
N -0.872 -0.945 -3.483 -0.3157
N -1.733 1.164 -3.430 -0.4074
H -1.173 -0.978 -4.447 0.1640
H -0.355 -1.715 -3.083 0.1582
H -1.991 1.063 -4.402 0.1511
H -1.794 2.046 -2.942 0.2270
C 0.997 2.411 -0.522 0.7374
O 0.417 2.466 0.554 -0.7677
N 1.909 1.539 -0.909 -0.2361
N 0.693 3.372 -1.384 -0.4681
H 2.144 1.545 -1.891 0.1637
H 2.328 0.853 -0.298 0.0431
H 1.270 3.515 -2.200 0.1580
H -0.177 3.842 -1.177 0.2351
C 3.453 -0.745 1.685 0.5545
O 2.401 -0.164 1.734 -0.5695
N 4.740 -0.272 1.685 -0.4091
N 3.532 -2.010 1.729 -0.3438
H 5.491 -0.944 1.758 0.1057
H 5.069 0.677 1.575 0.2109
H 4.504 -2.205 1.538 0.1993
H 2.689 -2.413 1.345 0.2472
C -2.970 -2.281 1.692 0.7454
O -2.857 -1.083 1.449 -0.7230
N -2.861 -3.195 0.762 -0.3803
N -2.679 -2.704 2.899 -0.3782
H -3.012 -4.106 1.172 0.1638
H -3.069 -2.895 -0.179 0.2426
H -2.898 -3.682 3.030 0.1340
H -2.427 -2.126 3.688 0.2076
```

## Properties
HOMO energy: -10.649 eV
Net charge: +1
Frontier orbital gap: 8.19 eV
2S+1: 1
Energy above the lowest of the compared OMol25 structures with the same formula, charge and spin: 415.0 kJ/mol



No. 4
Here is a single C4H12N4SSi molecule at a distorted geometry from OMol25. Energies are from ωB97M-V with the def2-TZVPD basis set.

```
22
Properties=species:S:1:pos:R:3:mulliken_charge:R:1
C -2.129 0.065 0.281 -1.0846
C 0.055 2.455 0.107 -1.0805
C -0.009 0.460 2.489 -1.0728
C 0.263 -1.432 -2.767 -0.6466
N 2.220 -2.255 0.105 -0.4463
N 1.373 -1.555 0.676 -0.0095
N 2.531 -1.831 -1.104 -0.3190
N 0.860 -0.580 -0.090 0.2382
Si -0.395 0.723 0.684 0.3170
S 1.584 -0.635 -1.644 0.2699
H -2.967 0.639 0.610 0.4292
H -2.370 -0.552 -0.580 0.3202
H -2.130 -0.700 1.085 0.2749
H -0.381 3.313 0.698 0.3049
H 1.111 2.441 0.357 0.3277
H 0.046 2.658 -0.916 0.4071
H -0.453 1.282 2.927 0.4240
H -0.447 -0.517 2.975 0.2652
H 1.022 0.583 2.788 0.3711
H 0.516 -2.464 -2.830 0.3668
H 0.300 -0.829 -3.638 0.3182
H -0.599 -1.267 -2.211 0.0249
```

## Properties
HOMO energy: -7.455 eV
Net charge: 0
Frontier orbital gap: 7.98 eV
2S+1: 1
Energy above the lowest of the compared OMol25 structures with the same formula, charge and spin: 0.0 kJ/mol



No. 5
Here is a molecular structure, C3H13N6O4Sn at a distorted geometry from OMol25. Energies are from ωB97M-V with the def2-TZVPD basis set.

```
27
Properties=species:S:1:pos:R:3:mulliken_charge:R:1
Sn 3.041 2.459 0.026 0.7523
O 0.775 0.545 0.007 -1.0225
H 0.017 0.647 0.615 0.0506
C -2.269 0.630 1.871 0.5218
O -3.158 1.066 2.563 -0.6760
N -1.360 -0.171 2.385 -0.3687
N -1.893 1.051 0.719 -0.2851
H -1.581 -0.234 3.368 0.2140
H -0.474 -0.233 1.904 0.3038
H -0.992 0.798 0.340 0.6324
H -2.442 1.816 0.354 0.1340
C 1.957 -2.253 1.697 0.5113
O 2.534 -3.091 2.310 -0.6861
N 2.037 -1.009 1.875 -0.2650
N 1.134 -2.478 0.720 -0.2443
H 1.716 -0.523 1.050 0.0178
H 2.527 -0.694 2.700 0.1772
H 1.025 -3.413 0.353 0.2072
H 0.812 -1.636 0.265 0.1667
C -0.629 0.949 -3.662 0.4880
O -0.981 1.377 -4.690 -0.6329
N 0.507 0.357 -3.424 -0.3531
N -1.270 1.035 -2.575 -0.3229
H 0.569 0.155 -2.437 0.1666
H 1.353 0.482 -3.962 0.2220
H -0.805 0.847 -1.698 0.1198
H -2.150 1.522 -2.672 0.1711
```

## Properties
HOMO energy (spin up / spin down): -9.440 / -9.440 eV
⟨S²⟩: 0.75
Net charge: 0
Frontier orbital gap (spin up / spin down): 5.81 / 5.97 eV
2S+1: 2



No. 6
Here is 4 unconnected molecules or ions with the total composition C2H12O3 at a distorted geometry from OMol25. Energies are from ωB97M-V with the def2-TZVPD basis set.

```
17
Properties=species:S:1:pos:R:3:mulliken_charge:R:1
C 0.064 -0.087 2.432 -0.8398
C 1.204 0.110 1.438 -0.6274
H 0.366 -0.825 3.198 0.2781
H -0.811 -0.541 1.965 0.2509
H -0.273 0.820 2.927 0.2906
H 1.271 -0.807 0.867 0.1910
H 1.030 0.985 0.787 0.1327
H 2.140 0.346 1.922 0.3293
H -0.994 -0.746 -1.310 0.2696
H -1.902 -0.011 -2.194 0.3244
O -1.929 -0.761 -1.580 -0.6140
H -1.541 3.469 -1.504 0.3082
H -0.059 3.189 -1.320 0.3154
O -0.900 2.748 -1.490 -0.6115
H 0.071 -2.383 -1.903 0.3105
H 1.392 -2.602 -2.500 0.3235
O 0.871 -2.904 -1.736 -0.6314
```

## Properties
HOMO energy: -11.592 eV
Net charge: 0
SMILES string: CC.O.O.O
Frontier orbital gap: 12.06 eV
2S+1: 1
Energy above the lowest of the compared OMol25 structures with the same formula, charge and spin: 45.6 kJ/mol